1.
Molecular formula: C2H14NO3
Method: DFT, ωB97M-V/def2-TZVPD

Last column: Mulliken spin population.
Cartesian coordinates (Å):
H: 0.9672 0.9871 -2.2285  0.000
H: 0.7422 0.1660 2.8723  -0.013
H: -1.5720 0.0562 -1.0519  0.000
H: 1.0715 -1.2851 2.4469  -0.014
O: -1.6382 -1.0735 0.7451  0.461
O: 0.3209 -0.6453 2.5594  0.379
H: -1.1845 -0.8699 1.5970  -0.014
H: 3.2146 -1.2870 0.2877  -0.007
H: -1.5538 1.7577 0.4935  0.001
H: -2.4543 -1.6055 0.9096  -0.011
H: 0.7600 -0.2893 -1.0446  -0.007
O: 2.2609 -1.4983 0.2956  0.224
H: 0.1792 1.5004 0.3874  -0.002
H: -0.5438 2.7606 -0.5071  0.001
N: -1.0020 0.8516 -1.3474  0.000
C: -0.7087 1.7388 -0.1833  0.000
H: -1.4759 1.4335 -2.0449  0.000
H: 0.0859 -0.4891 -2.6159  0.000
C: 0.2629 0.2593 -1.8438  0.008
H: 2.2680 -2.4681 0.2730  -0.007

Forces on atoms 1 to 3 (eV/Å):
H -0.253 0.417 -0.002
H 0.094 0.519 0.221
H -0.319 0.420 -0.141

Total energy = -364.28072 Ha
Lowest unoccupied orbital energy (spin up / spin down) = -6.99 / -15.28 eV
Multiplicity = 2
Energy above the lowest of the compared OMol25 structures with the same formula, charge and spin = 12.4 kcal per mole
⟨S²⟩ = 0.756
Total charge = +2

2.
Molecular formula: C24H34CrN7O5S2Se2
Method: DFT, ωB97M-V/def2-TZVPD

Last column: Mulliken spin population.
Cartesian coordinates (Å):
O: 1.0570 -2.7458 2.1039  -0.002
S: 2.9273 0.4208 5.0866  0.001
C: 3.8274 2.4694 -1.2749  0.001
H: -0.1114 -2.1280 -4.4406  0.000
O: -1.2528 1.5832 3.9936  0.005
N: 1.0831 -0.1970 3.4319  -0.047
H: 3.4875 -1.2759 -4.0979  0.000
C: 2.2142 0.4556 3.5170  0.026
H: -4.1878 2.4933 3.2935  0.000
H: -0.8375 -2.0928 6.7875  0.000
H: 3.2825 3.2959 -3.1845  0.000
C: 1.5425 3.3906 -1.9521  0.000
C: -2.5156 2.2047 -4.1347  -0.001
N: 0.1101 1.3954 -1.6328  -0.006
H: 2.4134 0.9590 1.5783  -0.008
H: 1.9233 -0.6864 -4.6623  0.000
H: 2.2408 -3.0578 -2.7364  0.000
H: -2.6179 -2.5728 1.7025  0.005
H: 2.3491 -0.6104 -2.9460  -0.005
N: -0.3187 -0.6701 -2.1968  -0.006
H: 3.9915 3.3925 -0.7121  0.000
C: -1.5571 2.5140 -3.1863  0.001
O: 0.5459 -4.4776 -0.0025  0.000
H: 1.2496 2.2274 -0.1343  0.002
C: -2.1002 -0.1802 -3.9274  0.001
Cr: -0.1055 -1.0098 1.8793  3.184
H: 4.7915 2.1461 -1.6694  0.000
Se: -0.0627 -3.6930 1.2735  0.005
C: 0.6793 2.5791 -0.9914  -0.003
C: -2.2882 1.6549 3.3590  -0.014
H: -0.0157 -3.6985 -3.6623  0.000
C: -1.1349 0.1356 -2.9803  0.008
S: -2.6155 -2.8012 5.2352  0.000
H: -0.1516 3.1760 -0.6128  -0.002
N: -3.3214 2.4359 3.7943  0.000
N: -3.1410 -2.5399 2.5825  0.010
H: -2.3158 -1.2048 -4.1961  0.000
C: 0.4069 0.1045 -1.3750  0.016
H: 0.2593 -2.5115 -1.4242  -0.002
C: -2.3120 -2.2788 3.6250  0.016
H: 2.5688 1.7329 -2.8690  0.000
O: -0.9708 -4.5664 2.2945  0.002
C: 2.4268 -1.2173 -3.8486  0.004
C: 1.6069 -0.5268 5.6616  0.001
H: 3.7487 1.3678 2.5596  0.000
H: -3.0765 3.0043 -4.5994  0.000
C: -2.5623 0.9131 2.0649  0.070
C: -0.5396 -1.4678 4.7160  0.014
H: -1.3232 -2.4773 -2.1513  0.001
H: -1.6687 0.2261 0.2575  0.001
C: -1.3222 0.5488 1.2463  -0.236
H: -3.1320 0.0165 2.3283  -0.005
C: 0.7302 -0.7423 4.6686  0.012
H: -3.2519 1.5365 1.4810  -0.006
H: 3.4877 1.6984 -0.5819  -0.001
O: -1.0155 -2.3577 0.7317  0.006
H: -3.2232 2.9126 4.6735  0.000
C: -1.1520 -2.0500 5.7591  0.004
C: 0.3091 -2.6591 -3.5799  0.000
H: 1.5572 -0.8585 6.6842  0.000
Se: 1.5865 -0.5590 -0.0900  -0.001
N: 2.7621 1.1775 2.5080  0.009
C: -0.8681 1.4480 -2.6211  0.000
H: -3.7280 -3.3496 2.7118  -0.001
H: 2.1545 -3.2500 -4.4763  0.000
H: 0.9477 3.6584 -2.8283  0.000
C: 1.8359 -2.6117 -3.6489  0.000
H: 1.7965 4.3285 -1.4493  0.000
C: 2.8213 2.6897 -2.4017  -0.001
H: -0.7235 1.4542 1.0969  0.018
C: -0.2954 -2.1398 -2.2800  0.004
N: -1.2152 -1.5735 3.5091  -0.080
H: -1.3648 3.5375 -2.8953  0.000
H: -3.5439 0.6763 -5.2415  0.000
C: -2.7821 0.8778 -4.5006  -0.001

Forces on atoms 1 to 3 (eV/Å):
O -0.429 -0.186 -0.134
S 0.066 0.031 0.097
C 0.005 0.016 -0.001

Total energy = -8338.23913 Ha
Lowest unoccupied orbital energy (spin up / spin down) = 0.21 / 0.31 eV
Multiplicity = 4
Energy above the lowest of the compared OMol25 structures with the same formula, charge and spin = 10.7 kcal per mole
⟨S²⟩ = 3.802

3.
Molecular formula: C4H12O
Method: DFT, ωB97M-V/def2-TZVPD

Last column: Mulliken charge in e.
Cartesian coordinates (Å):
H: -0.8158 0.9764 -1.0863  0.102
H: -1.3187 2.6359 -1.0101  0.296
H: -0.9927 1.1460 1.7235  0.240
C: -0.5725 1.8560 1.0064  -0.799
H: 0.4389 -1.3491 -2.0430  0.296
C: 1.0194 -1.0219 -1.2011  -0.977
H: 0.5127 1.7044 0.9931  0.257
O: 1.4059 -2.6762 0.5693  -0.571
H: 1.1041 -3.0131 1.4357  0.273
C: 0.4674 -1.5893 0.1528  -0.247
H: 0.4655 -1.0400 1.0647  0.271
H: 1.1698 0.0987 -1.1671  0.190
H: -2.3333 1.5454 -0.1947  0.274
H: -0.7768 2.8301 1.4639  0.320
C: -1.2578 1.7154 -0.3439  -0.678
H: -0.3834 -2.0883 0.0833  0.381
H: 1.8673 -1.7305 -1.4464  0.373

Forces on atoms 1 to 3 (eV/Å):
H -0.671 0.442 1.393
H 0.611 -0.560 1.169
H 0.129 -0.184 -0.164

SMILES = CCO.CC
Total energy = -234.77307 Ha
Lowest unoccupied orbital energy = 0.97 eV
Energy above the lowest of the compared OMol25 structures with the same formula, charge and spin = 37.4 kcal per mole

4.
Molecular formula: C4H11INO
Method: DFT, ωB97M-V/def2-TZVPD

Last column: Mulliken charge in e.
Cartesian coordinates (Å):
C: -1.4436 -0.7111 -0.7377  -0.317
H: 1.4172 1.3040 1.6984  0.295
H: 1.2009 0.8309 -1.3457  0.544
H: -0.0288 0.4890 0.0109  0.094
H: -2.7029 -2.8633 1.1248  0.302
H: -0.9361 0.2527 -2.4253  0.346
H: -1.4866 -2.6321 -1.0533  0.210
H: 2.9008 1.6205 0.7348  0.309
N: -1.5313 -1.9785 -0.3578  0.066
H: -1.0281 -3.1791 1.4150  0.256
C: -1.7613 -2.3884 0.9868  -0.629
H: 2.1239 -0.0351 0.9096  0.388
I: 0.0731 3.1716 -0.4301  0.375
H: -0.9329 2.6970 0.8816  0.242
C: 0.8832 1.0112 -0.3451  -0.338
C: 1.9565 0.9715 0.7492  -0.949
H: -1.6565 -1.4363 1.5760  0.251
O: -1.1031 -0.6336 -2.0964  -0.444

Forces on atoms 1 to 3 (eV/Å):
C 0.646 0.169 -0.675
H 0.749 -0.431 -0.976
H 0.033 -0.097 -0.731

Total energy = -586.28704 Ha
Lowest unoccupied orbital energy = -5.24 eV
Energy above the lowest of the compared OMol25 structures with the same formula, charge and spin = 99.7 kcal per mole
Total charge = +1

5.
Molecular formula: C3H10BrP
Method: DFT, ωB97M-V/def2-TZVPD

Last column: Mulliken charge in e.
Cartesian coordinates (Å):
H: 0.0236 -1.9074 0.9365  0.050
C: 0.4120 -0.3342 -0.8129  -0.593
H: -1.9807 2.0470 0.0810  0.344
H: 1.0151 0.5267 -1.1351  0.430
H: 1.6299 -1.5220 2.0942  0.055
C: -1.0393 0.1668 -0.6053  -0.485
H: -0.7944 1.3767 1.1912  0.297
H: 1.1638 0.3107 1.3705  0.032
H: -1.5182 0.3324 -1.5755  0.386
H: -0.2257 2.1568 -0.3115  0.323
H: -1.6317 -0.5771 -0.0592  0.317
P: 1.1520 -1.0115 0.8091  0.094
Br: 0.4658 -1.6605 -2.2675  -0.181
H: 2.3416 -1.4466 0.1534  0.054
C: -1.0139 1.5422 0.1311  -1.124

Forces on atoms 1 to 3 (eV/Å):
H 0.193 0.258 -0.167
C -0.805 0.644 -0.137
H 0.135 -0.013 -0.142

SMILES = CC[C@@H]([PH4])Br
Total energy = -3035.56297 Ha
Lowest unoccupied orbital energy = 0.91 eV
Energy above the lowest of the compared OMol25 structures with the same formula, charge and spin = 0.0 kcal per mole

6.
Molecular formula: C11H19N3O2S
Method: DFT, ωB97M-V/def2-TZVPD

Last column: Mulliken charge in e.
Cartesian coordinates (Å):
C: -0.5318 4.0094 -1.1607  -0.805
C: -0.8079 -4.1748 -0.8557  -1.101
H: -1.5500 1.3794 -0.6340  0.299
H: 1.6174 3.9314 0.4472  0.312
H: 0.5825 2.2074 -1.5700  0.113
O: 0.5741 -2.7530 1.3824  -0.282
C: -1.2623 -4.1235 0.5977  -0.356
N: 0.0318 1.1375 1.2184  -0.587
H: 0.8221 3.7728 2.0163  0.342
H: -1.8159 -5.0294 0.8496  0.358
H: 0.6393 -4.8156 1.3926  0.419
C: 0.9448 1.9875 0.9363  0.169
N: 0.3984 -0.1351 1.1528  -0.116
C: 0.7812 3.4608 0.9677  -0.429
H: -2.4526 2.1842 -1.9228  0.356
H: 3.2377 -1.4501 0.3315  0.228
C: -0.5521 3.9222 0.3655  -0.674
H: -0.2584 2.8848 -2.9564  0.375
H: 0.2740 4.6847 -1.4622  0.318
H: -0.2994 -3.2520 -1.1257  0.222
O: 2.4736 -3.7274 0.6338  -0.609
C: -1.5074 1.7093 -1.6687  -1.243
H: -1.3385 3.2459 0.6967  0.378
H: -0.4284 -4.0308 2.5967  0.268
C: 1.7948 -2.7653 0.8818  0.585
H: -1.6630 -4.2984 -1.5153  0.362
H: -0.7750 4.9168 0.7571  0.346
H: -0.1227 -5.0048 -1.0143  0.329
C: -0.0828 -4.0096 1.5597  -0.623
S: 2.4899 1.2202 0.5410  -0.270
C: -0.3507 2.6767 -1.8871  -0.077
H: -1.4732 4.4572 -1.4883  0.360
C: 1.6269 -0.3011 0.8209  0.486
N: 2.2842 -1.4848 0.6652  -0.068
H: -1.3851 0.8306 -2.2984  0.340
H: -1.9156 -3.2632 0.7488  0.278

Forces on atoms 1 to 3 (eV/Å):
C 0.041 -0.159 0.056
C -0.104 -0.009 0.193
H -0.089 -0.054 0.053

SMILES = CCCCCc1nnc(NC(=O)OCCC)s1
Total energy = -1143.49250 Ha
Lowest unoccupied orbital energy = 0.47 eV
Energy above the lowest of the compared OMol25 structures with the same formula, charge and spin = 9.6 kcal per mole

7.
Molecular formula: CH2IO2P
Method: DFT, ωB97M-V/def2-TZVPD

Last column: Mulliken charge in e.
Cartesian coordinates (Å):
I: 1.3898 -2.3257 -0.7165  -0.047
P: -0.1876 -0.5866 -1.4022  0.361
H: 0.3679 0.0799 1.3365  0.221
C: -0.2718 0.6201 0.5154  -0.056
O: 0.7000 1.0010 -0.4756  -0.482
H: -0.9385 1.5855 0.8175  0.216
O: -1.0598 -0.3742 -0.0752  -0.211

Forces on atoms 1 to 3 (eV/Å):
I 0.017 -0.022 -0.071
P 2.144 2.464 0.917
H -1.611 1.363 -0.690

Total energy = -828.80037 Ha
Lowest unoccupied orbital energy = -0.83 eV
Energy above the lowest of the compared OMol25 structures with the same formula, charge and spin = 25.9 kcal per mole

8.
Molecular formula: C16H28N5ORu
Method: DFT, ωB97M-V/def2-TZVPD

Last column: Mulliken spin population.
Cartesian coordinates (Å):
H: 3.2599 -0.0230 1.8355  0.015
C: -0.4596 3.7735 -1.8868  0.080
H: -3.0153 -1.5088 0.4923  0.002
H: 1.7456 -1.4588 -2.6817  -0.001
H: -0.2949 -2.6518 3.4611  0.004
H: 0.2377 -1.4575 -3.0122  -0.006
C: 2.0850 2.4490 1.4743  0.025
C: -1.7769 -2.9944 -0.4991  0.024
H: 2.9135 2.1033 2.0918  0.003
H: 1.1561 2.3959 2.0437  -0.002
H: 2.2718 3.4962 1.2407  0.002
H: 3.2266 1.2096 -1.5695  0.003
H: -0.5350 4.7506 -2.3444  0.001
H: -2.2602 -3.7889 0.0701  0.004
H: 1.3546 0.2304 3.2631  0.002
C: 3.2970 1.7503 -0.6262  0.043
H: -4.0020 -0.0058 -2.6384  0.026
C: 1.9881 1.6536 0.1651  -0.015
C: 0.7261 3.4186 -1.2111  0.088
H: -3.5101 -1.9052 -1.1480  0.012
N: -0.3980 -2.7420 0.0522  0.028
C: -0.1158 -3.2684 1.4094  0.003
N: 1.6930 0.2300 0.4261  0.693
C: -0.5780 -2.2887 2.4706  -0.018
H: 0.2550 -3.1777 -0.5927  0.000
C: -2.3461 0.5643 -1.4077  0.327
C: 0.8078 2.1764 -0.6407  0.033
H: 4.1232 1.3436 -0.0428  0.000
H: 1.5461 4.1178 -1.1345  0.006
H: -0.6345 -0.2593 2.6228  -0.005
C: -1.4136 1.6283 -1.3967  0.123
H: -0.5876 -4.2414 1.5571  0.005
H: 3.5251 2.7931 -0.8423  0.003
C: 1.3666 -0.6831 2.6712  0.049
H: -3.9957 1.6957 -2.1689  -0.002
O: 0.8688 -1.5455 -2.2854  0.056
C: -2.6382 -1.7348 -0.5129  -0.028
C: -3.7679 0.6897 -1.8291  -0.023
C: 2.3462 -0.5104 1.4930  -0.023
H: -1.6462 -3.3511 -1.5199  0.001
Ru: -0.0088 -0.5729 -0.1640  2.948
H: 2.6340 -1.4882 1.0961  0.015
N: -0.0210 -0.9482 2.2034  0.129
H: 0.9636 -3.4173 1.4810  -0.002
H: 1.7120 -1.4885 3.3215  0.004
C: -1.5166 2.9004 -1.9835  0.097
H: -1.6654 -2.2002 2.4555  0.002
N: -0.2426 1.3278 -0.7212  0.087
H: -2.4090 3.1793 -2.5241  0.013
H: -4.4399 0.4646 -0.9971  0.021
N: -1.8244 -0.6300 -1.0169  0.150

Forces on atoms 1 to 3 (eV/Å):
H 0.002 0.002 -0.005
C 0.009 -0.003 0.008
H 0.000 -0.012 -0.001

Total energy = -1069.78274 Ha
Lowest unoccupied orbital energy (spin up / spin down) = -5.80 / -8.33 eV
Multiplicity = 6
Energy above the lowest of the compared OMol25 structures with the same formula, charge and spin = 0.0 kcal per mole
⟨S²⟩ = 8.779
Total charge = +2